# 1
Computed, not measured: a structure of composition C23H43CoN2OP3S, with the ωB97M-V functional and the def2-TZVPD basis.

Each line ends with the Löwdin spin population.
Cartesian coordinates (Å):
Co (0.41337, 0.68745, 0.21900)  2.39
P (1.74731, 2.00401, 1.15908)  0.09
P (-1.14741, 0.87421, 1.62980)  0.10
P (-1.25552, 2.79002, -1.48462)  0.04
H (0.66723, -1.67491, -5.02782)  0.01
C (0.61894, -0.59031, -4.85173)  0.34
C (1.57080, -0.01273, -4.07292)  0.11
H (2.47353, -0.57396, -3.77952)  0.00
C (3.23139, 1.19089, 1.83674)  0.02
C (1.31287, 3.11458, 2.57309)  0.02
C (2.41112, 3.17111, -0.06725)  0.02
C (-2.57948, -0.17995, 1.20932)  0.04
C (-0.69576, 0.24189, 3.29070)  0.02
C (-1.99180, 2.43580, 2.12920)  0.01
C (-0.71272, 2.85750, -3.18588)  0.01
C (-0.96789, 4.38079, -0.68588)  0.00
C (-3.01600, 2.38989, -1.51870)  0.01
H (-0.09531, -0.01801, -5.44618)  0.01
H (1.59176, 1.08160, -3.94778)  0.00
H (3.50016, 0.35188, 1.18333)  0.00
H (3.05377, 0.80119, 2.84996)  0.00
H (4.05715, 1.91419, 1.86881)  0.00
H (0.84049, 2.57432, 3.40343)  0.00
H (0.63088, 3.89501, 2.21713)  0.00
H (2.22721, 3.59881, 2.95017)  0.00
H (2.95406, 2.63382, -0.85329)  0.00
H (3.09354, 3.86960, 0.43335)  0.00
H (1.60267, 3.73707, -0.54016)  0.00
H (-3.38561, 0.06234, 1.91066)  0.01
H (-2.31797, -1.23566, 1.31343)  0.00
H (-2.91785, 0.00179, 0.18465)  0.00
H (-1.49131, 0.52729, 3.98707)  0.00
H (0.25711, 0.63406, 3.66580)  0.00
H (-0.61926, -0.84938, 3.26183)  0.00
H (-2.76303, 2.18472, 2.87394)  0.00
H (-2.48293, 2.93163, 1.28176)  0.00
H (-1.29550, 3.14500, 2.59479)  0.00
H (-1.44991, 3.44145, -3.76219)  0.00
H (-0.63032, 1.84443, -3.60920)  0.00
H (0.27408, 3.34576, -3.24728)  0.00
H (-1.74130, 5.11495, -0.97789)  0.00
H (0.00560, 4.77852, -1.00265)  0.00
H (-0.97633, 4.30171, 0.41312)  0.00
H (-3.51992, 3.13382, -2.15528)  0.00
H (-3.47932, 2.37602, -0.52102)  0.00
H (-3.12418, 1.38878, -1.96920)  0.00
C (0.02957, -1.36056, -2.06789)  0.04
C (-1.29480, -1.24946, -2.54032)  0.02
C (-1.97453, -2.43891, -2.82905)  0.01
C (-1.31829, -3.67192, -2.73061)  0.03
C (0.05193, -3.73964, -2.43617)  0.00
C (0.75511, -2.56920, -2.16554)  0.03
S (0.97104, 0.05625, -1.71284)  0.48
H (-0.51748, 1.53176, -1.01933)  0.02
H (-1.69937, -0.25856, -2.77323)  0.00
H (-3.02070, -2.37947, -3.15809)  0.00
H (-1.85198, -4.59904, -2.93004)  0.00
H (0.59621, -4.68450, -2.43417)  0.00
H (1.83768, -2.55420, -2.04778)  0.00
N (1.50532, -5.59795, 3.89234)  0.00
C (0.91691, -5.49154, 2.66178)  0.00
O (0.40144, -6.46329, 2.11480)  0.00
C (0.92960, -4.13187, 2.05933)  0.00
C (1.68905, -3.07120, 2.56357)  0.00
C (1.53980, -1.80545, 1.99925)  0.01
N (0.59527, -1.51926, 1.08642)  0.07
C (-0.21416, -2.51026, 0.68831)  0.00
C (0.05429, -3.84249, 1.00877)  0.00
H (1.39682, -6.49003, 4.35218)  0.00
H (1.68094, -4.80416, 4.49423)  0.00
H (2.37606, -3.19247, 3.39594)  0.00
H (2.17642, -0.98653, 2.31872)  0.00
H (-1.05213, -2.20970, 0.02231)  0.00
H (-0.43842, -4.63935, 0.45340)  0.00

Summary:
**HOMO energy (spin up / spin down)**: -16.50 / -16.50 eV
**Charge**: +3
**Max |F|**: 0.085 Eh/bohr
**Spin multiplicity**: 5
**HOMO-LUMO gap (spin up / spin down)**: 8.462 / 4.674 eV
**ΔE to the lowest compared entry with this formula, charge and spin**: 0.0 kcal per mole

=====

# 2
Computed, not measured: a structure of composition C23H43N2OP3ReSe, with the ωB97M-V functional and the def2-TZVPD basis.

Each line ends with the Löwdin spin population.
Cartesian coordinates (Å):
Re (0.49331, 1.02725, 0.26239)  2.22
P (2.66539, 1.00554, 0.26185)  0.14
P (-0.32076, 1.55421, -1.73761)  0.12
P (0.17693, -1.26816, 1.44968)  0.05
H (-2.43773, -1.39103, -2.13436)  0.00
C (-2.96904, -1.99275, -1.40208)  0.00
C (-3.83953, -1.28806, -0.67171)  0.00
H (-4.38588, -0.45603, -1.08287)  0.00
C (3.79588, 0.10580, -0.84957)  0.04
C (3.17933, 2.77745, 0.14388)  0.07
C (3.09448, 0.62767, 2.00957)  0.01
C (-1.92111, 1.31783, -2.71386)  0.02
C (-0.49980, 3.43331, -1.78922)  0.06
C (0.79072, 1.44894, -3.24116)  0.06
C (-1.24402, -2.45043, 1.68340)  0.02
C (0.16724, -0.83084, 3.24320)  -0.01
C (1.53478, -2.53639, 1.50852)  0.02
H (-2.27755, -2.67533, -0.93399)  0.00
H (-3.59004, -1.23440, 0.35806)  0.00
H (4.84284, 0.42959, -0.73669)  0.01
H (3.49978, 0.25474, -1.89860)  0.00
H (3.72911, -0.97145, -0.64988)  0.00
H (4.25268, 2.87429, 0.34545)  0.01
H (2.61371, 3.34181, 0.90066)  0.00
H (2.94582, 3.19806, -0.84616)  0.00
H (4.14229, 0.89400, 2.20071)  0.00
H (2.92960, -0.43522, 2.20808)  0.00
H (2.47834, 1.19964, 2.71896)  0.00
H (-1.85438, 1.75745, -3.72894)  0.00
H (-2.75839, 1.81604, -2.20114)  0.00
H (-2.23259, 0.27940, -2.85127)  0.00
H (-0.52242, 3.83698, -2.82103)  0.01
H (0.33092, 3.89322, -1.23738)  0.00
H (-1.44034, 3.69840, -1.28160)  0.00
H (0.28144, 1.83353, -4.14024)  0.00
H (1.05862, 0.39742, -3.42237)  0.00
H (1.72145, 2.01327, -3.10445)  0.00
H (-0.86869, -3.23569, 2.34914)  0.00
H (-1.59615, -2.91472, 0.76344)  0.00
H (-2.09321, -1.96917, 2.17962)  0.00
H (0.45454, -1.75441, 3.75079)  0.00
H (-0.82766, -0.51728, 3.57335)  0.00
H (0.88067, -0.04886, 3.50306)  0.00
H (1.30838, -3.22378, 2.31429)  0.00
H (2.47437, -2.05677, 1.72182)  0.00
H (1.62793, -3.08512, 0.56924)  0.00
C (0.36299, -3.23764, -3.00129)  0.01
C (-0.96648, -3.59037, -3.34755)  0.02
C (-1.17234, -4.62082, -4.25808)  -0.01
C (-0.12586, -5.41169, -4.76252)  0.00
C (1.16699, -5.09842, -4.31666)  0.01
C (1.41793, -4.08932, -3.39023)  -0.01
Se (0.82367, -1.74138, -1.94654)  0.05
H (0.40006, 2.62043, 0.56287)  0.01
H (-1.80001, -3.04869, -2.90368)  0.00
H (-2.17222, -4.85118, -4.60900)  0.00
H (-0.29628, -6.23642, -5.46642)  0.00
H (2.01645, -5.65885, -4.69706)  0.00
H (2.41033, -3.86760, -2.97814)  0.00
N (-0.67229, 3.79994, 5.63074)  0.00
C (-0.14706, 2.96901, 4.68545)  0.00
O (1.00197, 2.50255, 4.72399)  0.00
C (-1.09016, 2.63345, 3.56897)  0.00
C (-2.41957, 3.05447, 3.32850)  0.01
C (-3.11447, 2.58253, 2.20025)  0.00
C (-2.55153, 1.59830, 1.37577)  0.01
N (-1.25003, 1.28406, 1.56554)  0.03
C (-0.53181, 1.82248, 2.58058)  0.01
H (-0.04246, 4.07998, 6.35937)  0.00
H (-1.53398, 4.30554, 5.49015)  0.00
H (-2.88660, 3.75750, 4.02924)  0.00
H (-4.11385, 2.96391, 1.95963)  0.00
H (-3.08327, 1.10609, 0.55452)  0.00
H (0.57866, 1.69223, 2.51863)  0.00

Summary:
**HOMO energy (spin up / spin down)**: -19.90 / -19.91 eV
**Charge**: +4
**Max |F|**: 0.148 Eh/bohr
**Spin multiplicity**: 4
**HOMO-LUMO gap (spin up / spin down)**: 4.750 / 4.766 eV
**ΔE to the lowest compared entry with this formula, charge and spin**: 118.6 kcal per mole

=====

# 3
Computed, not measured: a structure of composition C23H43N2OP3RuS, with the ωB97M-V functional and the def2-TZVPD basis.

Each line ends with the Löwdin spin population.
Cartesian coordinates (Å):
Ru (-0.04255, 0.83428, -0.61671)  2.17
P (-1.66944, 2.18700, -0.93237)  0.13
P (-1.43602, -1.18255, 0.47690)  0.10
P (2.11897, 1.71347, -1.33158)  0.12
H (-1.47931, -3.47581, -2.13215)  0.00
C (-0.52593, -3.06260, -2.51216)  0.02
C (0.68208, -3.15713, -1.94445)  0.02
H (0.88483, -3.22746, -0.86342)  0.00
C (-2.67987, 1.91572, -2.36770)  0.02
C (-2.79052, 2.11319, 0.48634)  0.04
C (-0.91597, 3.81366, -0.96053)  0.04
C (-0.95730, -2.94088, 0.88554)  0.04
C (-1.83094, -0.71675, 2.23459)  0.00
C (-3.13347, -1.46863, -0.20332)  0.01
C (3.59927, 0.58531, -1.37052)  0.04
C (2.60636, 2.98841, -0.10404)  0.00
C (2.11382, 2.76639, -2.84055)  0.04
H (-0.57495, -2.25391, -3.26043)  0.01
H (1.59992, -2.84813, -2.43194)  0.00
H (-3.44061, 2.67930, -2.47343)  0.00
H (-3.14436, 0.93560, -2.28764)  0.00
H (-2.04212, 1.86704, -3.24544)  0.00
H (-3.56893, 2.87477, 0.33741)  0.01
H (-2.24505, 2.29853, 1.42320)  0.00
H (-3.22388, 1.10446, 0.53233)  0.00
H (-1.71479, 4.53705, -1.14340)  0.01
H (-0.17119, 3.81150, -1.76238)  0.00
H (-0.41612, 4.01677, -0.00419)  0.00
H (-1.75036, -3.45222, 1.44710)  0.01
H (-0.07568, -2.92828, 1.53230)  0.00
H (-0.74061, -3.49178, -0.03067)  0.00
H (-2.61673, -1.36457, 2.62971)  0.00
H (-2.16447, 0.31590, 2.31426)  0.00
H (-0.95642, -0.84558, 2.87403)  0.00
H (-3.60889, -2.31280, 0.31457)  0.00
H (-3.06038, -1.72532, -1.26784)  0.00
H (-3.78784, -0.59531, -0.09469)  0.00
H (4.49417, 1.10365, -1.76402)  0.01
H (3.38939, -0.29224, -2.00407)  0.00
H (3.79153, 0.24412, -0.34165)  0.00
H (3.46535, 3.59443, -0.44619)  0.00
H (2.87085, 2.50057, 0.84548)  0.00
H (1.75449, 3.66182, 0.08680)  0.00
H (2.60199, 2.22617, -3.68654)  0.01
H (2.60136, 3.77302, -2.77136)  0.00
H (1.05067, 2.91520, -3.11049)  0.00
C (1.44457, -0.97864, -5.27846)  0.08
C (0.76219, -0.35694, -6.36222)  0.33
C (0.88180, -0.85673, -7.65135)  0.24
C (1.63082, -2.01029, -7.90930)  0.10
C (2.16564, -2.71812, -6.82911)  0.24
C (2.05996, -2.23812, -5.53270)  0.33
S (1.34080, -0.32122, -3.72907)  0.63
H (-1.22370, 0.09804, -1.42090)  0.01
H (0.16815, 0.54109, -6.18226)  0.01
H (0.38229, -0.34250, -8.48661)  0.01
H (1.69367, -2.38863, -8.93900)  0.00
H (2.66033, -3.67044, -7.05037)  0.01
H (2.46556, -2.84641, -4.72956)  0.01
N (1.97582, 1.03167, 6.04815)  0.00
C (2.35736, -0.03047, 5.23383)  0.00
O (3.00415, -0.98826, 5.61146)  0.00
C (1.93112, 0.15445, 3.80354)  0.00
C (1.17093, 1.24934, 3.36110)  0.01
C (0.79208, 1.28754, 2.03268)  0.03
N (1.22993, 0.35379, 1.17937)  0.10
C (1.88483, -0.75052, 1.57508)  0.01
C (2.26043, -0.85667, 2.90225)  0.00
H (2.16723, 0.93138, 7.01502)  0.00
H (1.26326, 1.74325, 5.73180)  0.00
H (0.88722, 2.09843, 3.97530)  0.00
H (0.09535, 2.04540, 1.63977)  0.01
H (2.04297, -1.50434, 0.80421)  0.00
H (2.80890, -1.72516, 3.20909)  0.00

Summary:
**HOMO energy (spin up / spin down)**: -14.76 / -16.60 eV
**Charge**: +3
**Max |F|**: 0.098 Eh/bohr
**Spin multiplicity**: 6
**HOMO-LUMO gap (spin up / spin down)**: 6.060 / 3.527 eV
**ΔE to the lowest compared entry with this formula, charge and spin**: 18.2 kcal per mole

=====

Which formula does entry 3 have?
C23H43N2OP3RuS

=====

The lowest ΔE to the lowest compared entry with this formula, charge and spin belongs to which entry?
C23H43CoN2OP3S

=====

Which of these has the highest charge?
C23H43N2OP3ReSe

=====

Among the records above, which one has the lowest spin multiplicity?
C23H43N2OP3ReSe